# 1
Below is 2 unconnected molecules or ions with the total composition C2H11N3O at a distorted geometry, with properties calculated with the ωB97M-V functional and the def2-TZVPD basis.

Its charge is 0. The lowest unoccupied orbital energy is 1.0 eV. As for the energy above the lowest of the compared OMol25 structures with the same formula, charge and spin: 0.696 eV. The calculation puts the maximum force at 0.06139 Eh/bohr. As for the energy: -8769.11877 eV.

Element x y z (Å)
O1 0.066 -3.022 -0.902
N1 0.934 -0.982 -1.736
N2 -0.566 1.141 0.490
N3 -0.141 3.031 1.865
C1 -0.018 1.578 1.788
C2 -0.256 -1.751 -1.469
H1 -0.883 -1.909 -2.348
H2 0.577 -3.650 -1.420
H3 -0.769 -1.244 -0.653
H4 -0.955 3.532 2.189
H5 1.010 -0.207 -1.100
H6 1.007 1.256 1.841
H7 -0.883 0.181 0.561
H8 -1.376 1.670 0.197
H9 0.362 3.614 1.211
H10 1.754 -1.555 -1.861
H11 -0.566 1.338 2.707

Atom charges from the natural (NBO) analysis, given in e for atoms 1 to 6:
1 O -0.756
2 N -0.879
3 N -0.863
4 N -0.885
5 C -0.044
6 C 0.109

# 2
Below is 2 unconnected molecules or ions with the total composition C2H11N3O at a distorted geometry, with properties calculated with the ωB97M-V functional and the def2-TZVPD basis.

Its charge is 0. The lowest unoccupied orbital energy is 1.0 eV. As for the energy above the lowest of the compared OMol25 structures with the same formula, charge and spin: 0.472 eV. The calculation puts the maximum force at 0.03981 Eh/bohr. As for the energy: -8769.34277 eV.

Element x y z (Å)
O1 3.510 0.029 -0.509
N1 2.269 0.886 1.324
N2 -2.653 0.345 0.347
N3 -1.917 -1.020 -1.574
C1 2.245 0.277 0.036
C2 -1.638 -0.567 -0.219
H1 1.568 0.839 -0.618
H2 -0.634 -0.177 -0.086
H3 4.048 0.818 -0.422
H4 -3.547 0.223 -0.109
H5 2.525 0.369 2.142
H6 -1.686 -1.458 0.420
H7 2.042 1.826 1.454
H8 -2.721 -1.636 -1.523
H9 -2.238 -0.204 -2.090
H10 -2.881 0.122 1.296
H11 1.708 -0.673 0.131

Atom charges from the natural (NBO) analysis, given in e for atoms 1 to 6:
1 O -0.722
2 N -0.890
3 N -0.861
4 N -0.814
5 C 0.082
6 C -0.049

# 3
Below is 2 unconnected molecules or ions with the total composition C2H11N3P at a distorted geometry, with properties calculated with the ωB97M-V functional and the def2-TZVPD basis.

Its charge is +1. The lowest unoccupied orbital energy is -3.0 eV. As for the energy above the lowest of the compared OMol25 structures with the same formula, charge and spin: 3.099 eV. The calculation puts the maximum force at 0.07451 Eh/bohr. As for the energy: -16001.59802 eV.

Element x y z (Å)
P1 0.493 -0.192 -1.486
N1 -1.951 -1.365 -0.219
N2 0.730 1.873 0.358
N3 2.045 0.060 0.775
C1 1.097 0.612 0.029
C2 -0.986 -0.509 0.579
H1 -1.620 -2.241 -0.598
H2 -2.620 -1.555 0.563
H3 -0.282 0.967 -2.146
H4 -0.289 -1.165 1.020
H5 1.232 2.461 1.028
H6 1.686 0.097 -2.101
H7 -1.589 0.247 1.152
H8 -2.392 -0.916 -1.028
H9 2.323 0.418 1.684
H10 2.354 -0.870 0.306
H11 -0.231 2.076 0.085

Atom charges from the natural (NBO) analysis, given in e for atoms 1 to 6:
1 P 0.301
2 N -0.706
3 N -0.802
4 N -0.776
5 C 0.299
6 C -0.691

# 4
Below is C2H11N5 in the gas phase at a distorted geometry, with properties calculated with the ωB97M-V functional and the def2-TZVPD basis.

Its charge is 0. The lowest unoccupied orbital energy is 1.1 eV. As for the energy above the lowest of the compared OMol25 structures with the same formula, charge and spin: 3.652 eV. The calculation puts the maximum force at 0.08184 Eh/bohr. As for the energy: -9699.76230 eV.

Element x y z (Å)
N1 -0.290 -0.297 1.710
N2 -0.642 0.559 -0.455
N3 -1.950 0.204 -0.707
N4 0.115 -1.667 -0.125
N5 -0.078 1.598 -1.274
C1 0.262 -0.319 0.333
C2 1.720 0.110 0.391
H1 -0.711 1.860 -2.031
H2 -0.423 0.596 2.175
H3 -2.298 -0.367 0.066
H4 2.197 0.019 -0.590
H5 0.871 -2.335 -0.019
H6 -2.487 1.053 -0.879
H7 -0.537 -1.858 -0.879
H8 1.820 1.141 0.743
H9 0.796 1.346 -1.737
H10 -0.642 -1.116 2.192
H11 2.277 -0.527 1.086

Atom charges from the natural (NBO) analysis, given in e for atoms 1 to 6:
1 N -0.920
2 N -0.194
3 N -0.708
4 N -0.908
5 N -0.686
6 C 0.416

# 5
Below is a gas-phase ion, C2H11N9 (charge +2) at a distorted geometry, with properties calculated with the ωB97M-V functional and the def2-TZVPD basis.

Its charge is +2. The lowest unoccupied orbital energy is -7.2 eV. As for the energy above the lowest of the compared OMol25 structures with the same formula, charge and spin: 1.085 eV. The calculation puts the maximum force at 0.10084 Eh/bohr. As for the energy: -15644.31932 eV.

Element x y z (Å)
N1 -1.979 -0.650 1.038
N2 -0.449 0.082 -0.367
N3 0.678 -0.765 -0.442
N4 1.046 -0.341 1.852
N5 -3.051 -1.266 1.156
N6 -1.705 -0.493 -0.310
N7 2.204 -1.952 0.598
N8 0.575 2.032 -1.463
N9 -1.615 2.031 -1.143
C1 1.261 -0.986 0.726
C2 -0.508 1.383 -1.113
H1 0.723 -1.530 -1.204
H2 1.619 -0.601 2.640
H3 2.680 -2.042 -0.295
H4 -1.965 -1.115 -1.018
H5 0.192 0.120 1.944
H6 -3.361 -1.431 2.102
H7 -2.426 1.626 -0.741
H8 0.515 3.005 -1.722
H9 1.187 1.582 -2.067
H10 2.696 -2.396 1.403
H11 -1.602 2.921 -1.392

Atom charges from the natural (NBO) analysis, given in e for atoms 1 to 6:
1 N -0.022
2 N -0.129
3 N -0.438
4 N -0.704
5 N -0.305
6 N -0.341

# 6
Below is 3 unconnected molecules or ions with the total composition C2H11NO2 at a distorted geometry, with properties calculated with the ωB97M-V functional and the def2-TZVPD basis.

Its charge is 0. The lowest unoccupied orbital energy is 0.5 eV. As for the energy above the lowest of the compared OMol25 structures with the same formula, charge and spin: 1.976 eV. The calculation puts the maximum force at 0.08147 Eh/bohr. As for the energy: -7835.95028 eV.

Element x y z (Å)
O1 -0.120 -1.691 -1.540
O2 -1.766 1.725 -1.947
N1 0.614 0.216 1.783
C1 -0.809 -0.058 1.243
C2 1.516 0.390 0.621
H1 0.898 0.866 -0.201
H2 -1.149 -1.092 1.273
H3 -1.351 0.591 2.004
H4 -0.011 -2.146 -0.709
H5 0.739 -1.700 -2.097
H6 -0.858 1.663 -1.634
H7 -1.914 0.922 -2.323
H8 2.392 1.058 0.807
H9 2.018 -0.485 0.249
H10 0.916 -0.694 2.186
H11 -1.115 0.435 0.286

Atom charges from the natural (NBO) analysis, given in e for atoms 1 to 6:
1 O -0.960
2 O -0.923
3 N -0.615
4 C -0.458
5 C -0.417
6 H 0.177

# 7
Below is 3 unconnected molecules or ions with the total composition C2H11NO2 at a distorted geometry, with properties calculated with the ωB97M-V functional and the def2-TZVPD basis.

Its charge is 0. The lowest unoccupied orbital energy is 0.7 eV. As for the energy above the lowest of the compared OMol25 structures with the same formula, charge and spin: 0.285 eV. The calculation puts the maximum force at 0.03310 Eh/bohr. As for the energy: -7837.64120 eV.

Element x y z (Å)
O1 -0.283 2.643 -0.835
O2 -2.330 0.679 -0.103
N1 0.077 -0.812 -1.000
C1 0.516 -1.312 0.314
C2 1.276 -0.249 1.087
H1 0.630 0.656 1.255
H2 -2.397 0.512 0.852
H3 -1.149 2.298 -0.509
H4 -0.270 -1.530 -1.576
H5 0.059 1.840 -1.247
H6 1.609 -0.624 2.055
H7 2.186 0.056 0.549
H8 0.865 -0.515 -1.564
H9 1.140 -2.188 0.226
H10 -0.371 -1.640 0.885
H11 -1.557 0.186 -0.389

Atom charges from the natural (NBO) analysis, given in e for atoms 1 to 6:
1 O -0.958
2 O -0.970
3 N -0.863
4 C -0.221
5 C -0.623
6 H 0.222

# 8
Below is 3 unconnected molecules or ions with the total composition C2H11NO2, with properties calculated with the ωB97M-V functional and the def2-TZVPD basis.

Its charge is 0. The lowest unoccupied orbital energy is 0.5 eV. As for the energy above the lowest of the compared OMol25 structures with the same formula, charge and spin: 0.752 eV. The calculation puts the maximum force at 0.01037 Eh/bohr. As for the energy: -7837.17415 eV.

Element x y z (Å)
O1 -1.568 1.171 -2.060
O2 -0.706 -1.570 -1.645
N1 0.794 -0.649 0.915
C1 -0.195 -0.256 1.901
C2 1.788 0.373 0.707
H1 -0.373 -2.094 -2.380
H2 -2.086 1.603 -2.745
H3 -1.634 1.704 -1.257
H4 -1.040 -0.928 1.860
H5 -0.514 0.800 1.789
H6 -1.234 -0.843 -2.019
H7 0.218 -0.331 2.915
H8 1.369 1.305 0.301
H9 0.364 -0.942 0.043
H10 2.255 0.613 1.658
H11 2.563 0.045 0.016

Atom charges from the natural (NBO) analysis, given in e for atoms 1 to 6:
1 O -0.959
2 O -0.968
3 N -0.642
4 C -0.411
5 C -0.407
6 H 0.473

# 9
Below is 4 unconnected molecules or ions with the total composition C2H11NO3 at a distorted geometry, with properties calculated with the ωB97M-V functional and the def2-TZVPD basis.

Its charge is 0. The lowest unoccupied orbital energy is 0.2 eV. As for the energy above the lowest of the compared OMol25 structures with the same formula, charge and spin: 1.494 eV. The calculation puts the maximum force at 0.02103 Eh/bohr. As for the energy: -9883.70583 eV.

Element x y z (Å)
O1 2.922 2.363 -0.250
O2 0.654 -2.822 5.857
O3 -1.991 -0.284 1.225
N1 -0.568 0.826 -3.220
C1 -0.593 1.557 -2.197
C2 -0.894 -0.574 -3.040
H1 1.095 -2.331 6.558
H2 1.307 -2.942 5.159
H3 -0.377 2.616 -2.301
H4 2.348 1.965 -0.916
H5 -1.006 1.127 -1.272
H6 -0.012 -1.160 -2.795
H7 2.985 1.650 0.397
H8 -1.069 -0.460 1.000
H9 -1.891 0.161 2.075
H10 -1.652 -0.700 -2.301
H11 -1.255 -0.992 -3.978

Atom charges from the natural (NBO) analysis, given in e for atoms 1 to 6:
1 O -0.929
2 O -0.938
3 O -0.930
4 N -0.377
5 C -0.087
6 C -0.454

# 10
Below is 4 unconnected molecules or ions with the total composition C2H11NO3, with properties calculated with the ωB97M-V functional and the def2-TZVPD basis.

Its charge is 0. The lowest unoccupied orbital energy is 0.6 eV. As for the energy above the lowest of the compared OMol25 structures with the same formula, charge and spin: 1.353 eV. The calculation puts the maximum force at 0.01380 Eh/bohr. As for the energy: -9883.84723 eV.

Element x y z (Å)
O1 -1.312 -2.049 -2.920
O2 -1.401 2.018 2.748
O3 3.519 -0.372 0.467
N1 -0.095 -0.130 0.117
C1 -1.286 -0.469 -0.100
C2 0.396 1.137 -0.386
H1 -0.724 1.931 3.432
H2 3.430 -0.720 -0.422
H3 -1.878 1.189 2.697
H4 -1.660 -1.428 0.274
H5 -1.221 -2.693 -2.212
H6 3.096 -0.998 1.064
H7 -0.124 1.948 0.121
H8 -2.017 0.072 -0.720
H9 1.435 1.236 -0.104
H10 0.329 1.296 -1.463
H11 -0.543 -1.480 -2.809

Atom charges from the natural (NBO) analysis, given in e for atoms 1 to 6:
1 O -0.933
2 O -0.945
3 O -0.944
4 N -0.403
5 C -0.063
6 C -0.473

# 11
Below is 4 unconnected molecules or ions with the total composition C2H11NO3 at a distorted geometry, with properties calculated with the ωB97M-V functional and the def2-TZVPD basis.

Its charge is 0. The lowest unoccupied orbital energy is 0.6 eV. As for the energy above the lowest of the compared OMol25 structures with the same formula, charge and spin: 1.604 eV. The calculation puts the maximum force at 0.08874 Eh/bohr. As for the energy: -9883.59629 eV.

Element x y z (Å)
O1 -0.099 -1.592 -1.577
O2 -1.701 0.644 -2.349
O3 1.709 -0.763 2.851
N1 0.563 0.411 0.452
C1 -0.711 0.324 1.125
C2 0.777 1.298 -0.514
H1 -0.206 1.649 -0.895
H2 1.594 -0.246 2.005
H3 -0.828 1.089 1.946
H4 -2.501 0.418 -2.859
H5 0.031 -2.539 -1.794
H6 -0.754 -0.628 1.696
H7 -1.525 0.381 0.376
H8 0.441 -1.245 -0.855
H9 2.680 -0.545 3.058
H10 -1.327 -0.143 -1.887
H11 1.855 1.487 -0.780

Atom charges from the natural (NBO) analysis, given in e for atoms 1 to 6:
1 O -0.992
2 O -0.990
3 O -0.972
4 N -0.510
5 C -0.474
6 C -0.058

# 12
Below is 4 unconnected molecules or ions with the total composition C2H11NO5 at a distorted geometry, with properties calculated with the ωB97M-V functional and the def2-TZVPD basis.

Its charge is +1. Its spin multiplicity is 2. The lowest unoccupied orbital energy (spin up / spin down) is -4.1 / -9.7 eV. As for the energy above the lowest of the compared OMol25 structures with the same formula, charge and spin: 1.528 eV. The calculation puts the maximum force at 0.06969 Eh/bohr. As for the energy: -13969.86500 eV.

Element x y z (Å)
O1 0.702 -2.271 0.271
O2 4.830 -2.584 -0.569
O3 -1.689 0.714 -1.165
O4 -2.303 2.886 -1.211
O5 -2.027 -1.476 2.000
N1 0.407 1.291 0.589
C1 -0.282 2.336 -0.129
C2 -1.512 1.879 -0.940
H1 0.151 -1.466 0.360
H2 1.043 0.704 0.045
H3 -0.878 2.999 0.604
H4 -2.775 -1.625 1.412
H5 0.038 -2.833 -0.142
H6 0.361 2.934 -0.749
H7 -3.128 2.449 -1.663
H8 4.218 -2.717 -1.308
H9 -0.237 0.905 1.246
H10 4.851 -3.508 -0.300
H11 -1.771 -0.616 1.649

Atom charges from the natural (NBO) analysis, given in e for atoms 1 to 6:
1 O -0.903
2 O -0.926
3 O -0.515
4 O -0.621
5 O -0.890
6 N -0.264

# 13
Below is 4 unconnected molecules or ions with the total composition C2H11O3S at a distorted geometry, with properties calculated with the ωB97M-V functional and the def2-TZVPD basis.

Its charge is -1. The lowest unoccupied orbital energy is 3.7 eV. As for the energy above the lowest of the compared OMol25 structures with the same formula, charge and spin: 1.792 eV. The calculation puts the maximum force at 0.08282 Eh/bohr. As for the energy: -19230.50429 eV.

Element x y z (Å)
S1 -0.597 1.665 -0.253
O1 -1.035 -1.245 -1.350
O2 2.812 -1.809 -0.437
O3 0.996 -0.135 -2.586
C1 -1.142 1.467 1.459
C2 -0.290 0.290 2.033
H1 1.762 -1.858 -0.681
H2 -1.224 -1.206 -2.285
H3 -2.263 1.214 1.398
H4 -0.762 -0.071 2.978
H5 -0.404 -0.554 1.349
H6 0.209 -0.416 -2.052
H7 -1.583 -0.412 -1.032
H8 0.633 0.715 2.209
H9 0.945 0.897 -2.618
H10 2.811 -0.840 -0.311
H11 -0.868 2.299 2.178

Atom charges from the natural (NBO) analysis, given in e for atoms 1 to 6:
1 S -0.712
2 O -0.977
3 O -0.965
4 O -1.013
5 C -0.524
6 C -0.616